Entry from OMol25: 2 unconnected molecules or ions with the total composition C34H28O6S2 in a non-equilibrium geometry (ωB97M-V/def2-TZVPD).

Last column: natural (NBO) charge in e.
Geometry (Å):
1 S 0.74 -2.02 -0.11  2.1163
2 S -1.03 -3.77 -1.88  2.1251
3 O -0.36 -4.75 -1.06  -0.9502
4 O 4.58 2.25 3.98  -0.4788
5 O 0.30 -2.61 1.13  -0.9381
6 O -0.90 -3.81 -3.32  -0.9350
7 O 1.28 -0.67 -0.14  -0.9716
8 O -0.90 -1.13 -2.12  -0.4917
9 C 2.46 1.37 3.41  -0.2615
10 C -1.30 2.38 1.36  -0.1356
11 C -1.72 2.22 2.68  -0.1352
12 C 0.01 2.29 0.73  0.1892
13 C 2.00 -3.09 -0.80  -0.2247
14 C 2.36 -4.26 -0.13  -0.1998
15 C -3.90 3.17 2.11  -0.1650
16 C 1.35 1.34 2.61  -0.1104
17 C 3.35 -5.08 -0.66  -0.2050
18 C -0.87 4.27 -2.90  -0.1805
19 C 3.60 -3.57 -2.54  -0.2182
20 C 2.34 3.02 1.17  -0.0602
21 C -0.10 2.90 -0.58  -0.0331
22 C -0.60 -2.11 -1.30  -0.4489
23 C -2.20 3.02 0.43  0.0613
24 C -2.77 -3.91 -1.47  -0.2325
25 C -5.06 -3.40 -1.99  -0.2185
26 C -1.24 0.19 -1.60  -0.2613
27 C -3.02 2.58 3.04  -0.2244
28 C 3.98 -4.74 -1.86  -0.2016
29 C 3.54 2.24 3.11  0.3690
30 C -1.45 3.34 -0.77  -0.0618
31 C 0.45 3.79 -2.75  -0.2231
32 C 2.62 -2.74 -2.00  -0.2176
33 C -3.11 -4.28 -0.17  -0.2071
34 C 5.69 3.15 3.75  -0.2595
35 C -1.82 4.05 -1.90  -0.1909
36 C -3.47 3.42 0.80  -0.2227
37 C 3.47 3.05 1.95  -0.3384
38 C -4.44 -4.16 0.23  -0.2165
39 C -3.73 -3.53 -2.40  -0.2235
40 C -5.41 -3.69 -0.67  -0.2032
41 C 1.24 2.18 1.47  -0.1566
42 C 0.84 3.11 -1.59  -0.1783
43 H 2.27 3.71 0.33  0.2129
44 H -5.81 -3.06 -2.70  0.2147
45 H 6.19 2.93 2.80  0.1871
46 H 2.31 -1.82 -2.51  0.2298
47 H -4.10 3.93 0.07  0.2187
48 H -1.45 0.81 -2.47  0.1967
49 H 0.53 0.66 2.84  0.2316
50 H -4.91 3.44 2.41  0.2216
51 H -1.15 4.80 -3.81  0.2221
52 H -4.71 -4.42 1.25  0.2161
53 H -6.43 -3.54 -0.33  0.2129
54 H -2.34 -4.64 0.50  0.2496
55 H 5.36 4.20 3.77  0.1860
56 H 1.86 -4.53 0.80  0.2450
57 H 4.07 -3.30 -3.48  0.2143
58 H 1.18 3.98 -3.53  0.2236
59 H 4.30 3.71 1.69  0.2270
60 H 1.86 2.74 -1.47  0.2291
61 H 6.36 2.95 4.59  0.2107
62 H -0.38 0.57 -1.05  0.2136
63 H -3.43 -3.32 -3.43  0.2431
64 H -3.36 2.42 4.06  0.2230
65 H 2.54 0.76 4.31  0.2374
66 H 3.62 -5.99 -0.13  0.2133
67 H -2.84 4.42 -1.97  0.2181
68 H -1.03 1.84 3.42  0.2227
69 H 4.76 -5.38 -2.28  0.2133
70 H -2.11 0.11 -0.94  0.1860

Values from the calculation:
charge	0
LUMO energy	-3.14	eV
gap between HOMO and LUMO	2.6	eV
HOMO	-5.79	eV

---

Entry from OMol25: a molecular structure, C34H29Cl5NP2RuS (ωB97M-V/def2-TZVPD).

Last column: Löwdin charge in e.
Geometry (Å):
1 Ru -1.08 1.46 0.55  0.9329
2 Cl -4.16 5.94 0.11  0.8850
3 Cl -2.67 3.17 -0.77  0.7206
4 Cl -3.66 7.00 2.97  0.9436
5 Cl -0.30 2.91 3.94  0.8165
6 Cl -1.77 5.53 4.93  0.8205
7 S 0.99 -5.41 -1.04  0.8228
8 P -1.00 -0.67 -0.37  0.8799
9 P 1.11 0.64 -0.30  0.9264
10 N 0.64 -0.95 -0.16  -0.3719
11 C 3.41 1.40 -1.60  -0.0513
12 C -2.42 -0.12 3.34  -0.0449
13 C 2.11 2.63 1.32  -0.1172
14 C -2.74 -0.85 -3.98  -0.0359
15 C -2.50 3.93 0.80  -0.6763
16 C -3.15 5.10 1.14  -0.6685
17 C -4.23 -1.03 2.04  -0.0110
18 C 3.05 2.24 3.49  -0.0453
19 C 4.17 1.56 -2.74  -0.0280
20 C 1.87 1.24 1.20  -0.3879
21 C -2.03 -0.88 1.07  -0.3553
22 C -3.74 -0.49 3.23  -0.0113
23 C 1.19 -3.22 0.72  -0.2558
24 C -1.71 -1.27 -1.85  -0.3674
25 C 2.08 0.97 -1.72  -0.3436
26 C 1.43 -2.20 -0.38  -0.2020
27 C 1.53 0.69 -2.99  -0.0678
28 C -2.04 4.89 3.39  -0.7010
29 C -2.41 -3.12 -3.22  -0.0245
30 C -1.69 3.20 1.66  -0.2522
31 C -2.16 -0.37 -2.82  -0.1005
32 C -1.83 -2.65 -2.05  -0.0658
33 C -3.40 -1.20 0.96  -0.0377
34 C 2.80 0.89 3.39  -0.0360
35 C 2.20 0.38 2.24  -0.0714
36 C -1.55 -0.29 2.26  -0.1778
37 C 2.71 3.11 2.46  -0.0711
38 C -2.86 -2.22 -4.18  -0.0152
39 C 1.78 -4.59 0.38  -0.4739
40 C -1.43 3.73 2.95  -0.6714
41 C -2.92 5.60 2.50  -0.6356
42 C 2.32 0.86 -4.11  -0.0333
43 C 2.28 -5.27 -2.30  -0.3935
44 C 3.63 1.29 -3.98  -0.0139
45 H 1.91 0.65 -5.09  0.1249
46 H 1.86 3.31 0.52  0.1186
47 H 1.67 -5.26 1.24  0.0822
48 H 5.20 1.88 -2.65  0.1280
49 H -5.27 -1.32 1.98  0.1346
50 H 4.24 1.42 -4.87  0.1307
51 H 3.08 0.22 4.20  0.1279
52 H 3.18 -5.77 -1.97  0.0470
53 H -2.04 0.27 4.28  0.1137
54 H 1.61 -2.87 1.66  0.1045
55 H -3.79 -1.60 0.03  0.1230
56 H -1.48 -3.37 -1.32  0.0953
57 H 1.16 -2.61 -1.36  0.0962
58 H 1.91 -5.78 -3.18  0.0412
59 H -4.41 -0.37 4.07  0.1330
60 H 0.51 0.34 -3.09  0.0907
61 H 2.92 4.17 2.56  0.1281
62 H -2.51 -4.18 -3.38  0.1294
63 H -3.31 -2.59 -5.09  0.1299
64 H 2.85 -4.52 0.18  0.0884
65 H 2.02 -0.69 2.15  0.0954
66 H 0.11 -3.34 0.89  0.1023
67 H 2.51 -4.23 -2.57  0.0275
68 H 3.53 2.63 4.38  0.1309
69 H 2.48 -1.91 -0.43  0.1340
70 H 3.84 1.60 -0.63  0.1113
71 H -2.06 0.70 -2.67  0.0835
72 H -3.09 -0.16 -4.74  0.1247
73 H -0.47 -0.17 2.42  0.0912

Values from the calculation:
charge	+3
LUMO energy (spin up / spin down)	-9.52 / -12.04	eV
<S²>	6.04
gap between HOMO and LUMO (spin up / spin down)	5.3 / 2.8	eV
2S+1	5
HOMO (spin up / spin down)	-14.83 / -14.83	eV

---

Entry from OMol25: a molecular structure, C34H29F6MoN3O14S2Te (ωB97M-V/def2-TZVPD).

Last column: Löwdin charge in e.
Geometry (Å):
1 Te 1.58 0.54 -0.88  1.8415
2 Mo -2.24 -0.09 0.23  1.6821
3 S -5.08 -1.86 0.01  0.6432
4 S -3.25 -2.68 1.99  0.6399
5 F -1.52 -4.45 2.79  0.1357
6 F -2.29 -4.83 0.80  0.1621
7 F -6.84 -3.68 -0.59  0.1392
8 F -6.25 -2.40 -2.24  0.1400
9 F -3.53 -5.22 2.53  0.1438
10 F -4.93 -3.99 -1.57  0.1604
11 O -3.76 0.36 1.48  -0.2140
12 O 1.11 -0.47 -3.02  -0.1858
13 O -1.10 -0.86 -1.23  -0.2863
14 O -7.48 5.28 0.65  0.0567
15 O -3.55 -2.37 3.35  -0.2395
16 O -2.26 -3.52 -1.74  0.1013
17 O -4.07 -1.14 -0.76  -0.3714
18 O -2.12 -1.95 1.40  -0.4065
19 O -1.93 2.82 1.91  0.0066
20 O 1.34 -2.82 -4.75  0.1161
21 O -6.20 -1.10 0.47  -0.2398
22 O -2.79 1.58 -0.92  -0.0981
23 O -8.28 4.46 2.47  0.0602
24 O -0.86 -4.68 -4.08  0.1466
25 N -1.04 0.86 1.18  -0.1471
26 N -7.49 4.45 1.55  -0.3638
27 N -4.48 -2.85 1.06  -0.2712
28 C 4.74 2.68 -2.94  -0.0191
29 C -4.60 1.33 1.46  -0.3149
30 C -2.61 -4.41 2.01  -0.6816
31 C 5.47 0.42 -2.86  -0.0089
32 C -5.56 1.42 2.50  0.0317
33 C -3.73 2.35 -0.66  -0.1343
34 C 0.48 -2.64 -3.93  -0.2811
35 C -4.64 2.32 0.44  -0.1125
36 C -6.50 3.38 1.51  -0.1469
37 C -0.64 -3.62 -3.57  -0.2424
38 C -0.95 2.09 1.74  -0.6532
39 C 0.42 2.54 2.19  -0.0333
40 C 7.00 2.12 -3.90  -0.0531
41 C 2.84 -2.07 2.39  -0.0068
42 C 4.12 -0.08 2.68  -0.0146
43 C 3.34 1.01 -1.93  -0.3643
44 C 4.06 -1.43 -1.97  -0.0351
45 C 3.54 0.49 1.55  -0.2957
46 C -6.49 2.42 2.53  0.0264
47 C 4.42 -1.95 4.34  -0.0515
48 C 0.32 -1.48 -3.02  -0.3317
49 C 1.21 -2.37 0.53  -0.0527
50 C -5.80 -3.08 -1.17  -0.6764
51 C 5.72 1.74 -3.20  -0.2654
52 C -5.60 3.34 0.48  0.0614
53 C 2.53 3.43 -2.08  -0.0811
54 C 3.54 2.34 -2.32  -0.3112
55 C -1.38 -3.01 -2.38  -0.2706
56 C 3.79 -1.35 3.11  -0.2626
57 C 2.23 -1.54 1.26  -0.2964
58 C 2.59 -0.26 0.84  -0.3651
59 C 3.95 1.88 1.16  -0.0558
60 C -0.77 -1.69 -2.17  -0.2832
61 C 4.29 0.03 -2.24  -0.2690
62 H 0.22 -1.95 0.63  0.0503
63 H -7.22 2.48 3.32  0.1204
64 H 5.13 -1.25 4.80  0.0708
65 H 3.66 -2.20 5.08  0.0819
66 H 1.18 -3.38 0.93  0.0890
67 H 4.91 -2.02 -2.31  0.0820
68 H 7.83 1.53 -3.54  0.0752
69 H 1.44 -2.44 -0.54  0.0688
70 H -5.63 4.09 -0.29  0.1283
71 H 1.51 3.09 -2.27  0.0556
72 H 4.90 3.72 -3.23  0.1151
73 H 4.67 1.87 0.34  0.0843
74 H 4.85 0.50 3.23  0.1135
75 H -3.89 3.17 -1.39  0.1422
76 H 3.17 -1.76 -2.52  0.0744
77 H -5.53 0.65 3.27  0.1315
78 H 0.33 3.06 3.14  0.0800
79 H 1.11 1.70 2.29  0.0510
80 H 2.56 -3.06 2.72  0.1214
81 H 6.21 -0.34 -3.09  0.1170
82 H 4.96 -2.86 4.09  0.0802
83 H 6.91 1.95 -4.98  0.0835
84 H 3.91 -1.63 -0.91  0.0676
85 H 0.82 3.25 1.46  0.0699
86 H 7.23 3.17 -3.75  0.0729
87 H 4.40 2.40 2.01  0.0825
88 H 2.56 3.79 -1.05  0.0722
89 H 3.09 2.47 0.83  0.0399
90 H 2.73 4.27 -2.74  0.0775

Values from the calculation:
charge	-1
LUMO energy (spin up / spin down)	1.51 / 0.34	eV
energy above the lowest of the compared OMol25 structures with the same formula, charge and spin	11.7	kcal per mole
<S²>	3.78
gap between HOMO and LUMO (spin up / spin down)	6.5 / 6.1	eV
2S+1	4
HOMO (spin up / spin down)	-5.02 / -5.76	eV

---

- Which formula does entry 1 have?
  C34H28O6S2

---

- Look up the charge of the third one.
  -1